(1)
Molecular formula: C8H16F2Si2
Method: DFT, wB97M-V/def2-TZVPD

```
28
C8H16F2Si2 (wB97M-V/def2-TZVPD)
C -3.4576 0.7074 0.1698
H -2.3272 -3.2888 0.7810
H -3.0453 -2.8081 -0.8614
C -3.2607 2.0113 0.8224
H -0.8567 3.2863 -0.2598
C 3.6127 1.3063 0.0798
Si -2.5734 -0.7968 0.6061
H -2.2517 2.2277 1.1302
C 1.5714 -1.1102 -0.5192
H 4.2957 0.9950 0.9167
F 1.8780 0.1135 2.0399
H 2.8779 -1.1532 -2.3215
H 1.3321 -1.8714 0.3029
Si 1.9766 0.4841 0.4514
C 0.6198 1.7124 0.3005
H 3.5293 2.3434 0.1983
F -1.3595 -0.7321 1.6409
C 2.5722 -1.7607 -1.4137
H -1.3548 -2.5738 -0.5231
C -0.2545 2.4041 -0.2101
H 4.0449 1.0164 -0.8655
H 0.7140 -0.8280 -1.1513
H -4.3815 0.6696 -0.3338
C -2.3125 -2.5671 -0.0484
H 3.5336 -2.1998 -0.8295
H 2.1222 -2.5975 -1.9769
H -3.5854 2.8140 0.0795
H -3.6596 2.1960 1.7949
```

Results
* charge: 0
* HOMO energy: -7.6 eV
* strongest force on any atom: 0.0722 hartree/bohr
* SMILES: C#C[Si@@](C)(F)CC.C/C=[Si](/C)F
* HOMO-LUMO gap: 8.17 eV

(2)
Molecular formula: H16O8
Method: DFT, wB97M-V/def2-TZVPD

```
24
H16O8 (wB97M-V/def2-TZVPD)
O -0.6362 2.1199 3.1733
O -2.1188 -1.6032 -0.1666
H 1.6714 0.5861 0.8233
O 0.0984 0.0579 0.3141
H -0.7297 -0.3970 0.1609
H -3.1548 -0.8627 -3.5098
H 1.7585 -0.8708 -1.2091
O 0.4898 -2.2205 2.2591
O 0.0867 1.8742 -2.1572
H -2.9213 -1.8917 -0.6013
H 2.6230 1.4545 1.6183
H 0.2490 0.5588 -0.4876
H 1.1916 -2.3212 2.9021
H -2.2994 -0.5023 -2.3138
H -0.1428 2.8028 -2.1205
H -0.2751 2.2065 2.2911
O -2.7992 -0.1136 -3.0317
H -2.1783 -1.9704 0.7154
O 2.6744 -1.0791 -1.3935
H 0.7535 -1.4661 1.7322
H 2.7376 -2.0245 -1.2577
H -0.7236 3.0202 3.4863
H 1.0438 1.8638 -2.1680
O 2.6016 0.7786 0.9409
```

Results
* ΔE to the lowest compared entry with this formula, charge and spin: 52.38 kcal/mol
* charge: 0
* HOMO energy: -11.0 eV
* strongest force on any atom: 0.0158 hartree/bohr
* SMILES: O.O.O.O.O.O.O.O
* HOMO-LUMO gap: 11.24 eV

(3)
Molecular formula: C23H26BrIrN3O4PSTe
Method: DFT, wB97M-V/def2-TZVPD

```
61
C23H26BrIrN3O4PSTe (wB97M-V/def2-TZVPD)
H 0.8607 -5.2393 1.1374
C -0.1590 4.0717 0.8393
C -1.9224 -2.9108 -1.6939
Br -0.0149 0.0629 -2.7158
H -6.0515 0.8467 -1.2953
C -0.0068 1.9757 -2.7698
H -6.3986 3.2104 -1.9465
C 0.4664 -4.3733 0.6384
H -2.8435 -3.4339 -1.4343
C 2.2199 0.5489 4.4036
H -0.1728 5.8344 -0.3661
H -3.8674 -2.9719 0.6882
C 0.8020 -3.0620 0.6939
H 4.3596 0.8109 4.2894
C -0.8552 -3.1955 -0.6979
C -0.0136 2.6202 -1.5159
C 2.3314 0.1638 1.6433
H 4.4327 0.4705 1.8356
H -3.3694 -1.7371 1.8551
H -0.1101 5.7869 -2.8150
H -1.0772 -5.2728 -0.5267
H -0.0259 2.0414 -4.8999
H -4.7272 3.6059 -1.5087
N -0.0212 -2.3393 -0.1432
Te -3.5449 1.3702 2.2340
C -5.3381 1.6131 -0.9853
C 1.0958 0.2941 3.6760
O -4.0174 1.0492 -1.0589
N 1.1753 0.0934 2.3412
O -4.3400 -1.0609 0.1436
O -0.0028 -0.1894 1.7425
Ir 0.0336 -0.1135 -0.2630
O -2.0383 -0.1862 -0.2977
H -5.7264 -1.2897 2.4427
H -6.2776 -2.4712 1.2400
C -5.4715 -2.2163 1.9291
P -3.4012 0.2521 0.1783
H 2.1379 0.7116 5.4673
H -0.2447 4.6142 1.7729
H -0.0666 4.5353 -4.9329
C -0.1273 4.7525 -0.3403
C 3.4526 0.6061 3.7372
C -4.1721 -2.0433 1.1788
S 2.3095 -0.0636 -0.0584
C -0.1013 2.6624 0.8694
C -0.0082 1.9049 -0.2738
C -0.0516 4.0133 -3.9855
H -5.0543 2.5567 -2.8963
C -0.0646 4.0394 -1.5579
H -2.1364 -1.8457 -1.7062
H -1.6141 -3.2355 -2.6902
C -5.3806 2.8216 -1.8900
H -0.1919 2.1702 1.8272
C 3.5025 0.4181 2.3832
H -5.5505 1.8897 0.0504
C -0.0745 4.7041 -2.8097
C -0.0247 2.6024 -3.9753
H -5.3773 -3.0160 2.6663
H 0.0909 0.2355 4.0678
N -0.5851 -4.4424 -0.2481
H 1.5783 -2.5880 1.2671
```

Results
* ΔE to the lowest compared entry with this formula, charge and spin: 0.53 kcal/mol
* charge: 0
* HOMO energy: -6.6 eV
* strongest force on any atom: 0.0062 hartree/bohr
* HOMO-LUMO gap: 6.84 eV

(4)
Molecular formula: C32H31BrIN7OPSV
Method: DFT, wB97M-V/def2-TZVPD

```
76
C32H31BrIN7OPSV (wB97M-V/def2-TZVPD)
S 0.9094 4.9228 -0.4453
C 3.5857 1.1584 -0.1654
H -2.2389 0.0658 -0.3249
H -3.9389 1.3815 -0.3891
C 2.3651 -2.9263 -4.3387
H 5.4674 -4.5183 3.4994
C 5.7648 -3.1754 1.2922
N -3.5826 0.7426 1.5959
N -2.1289 2.7604 -1.7396
C 2.1394 -4.1042 3.1564
C 4.6768 -1.8448 -0.3479
C -4.3370 0.6690 0.3356
H -1.7656 5.9049 -5.0810
C -1.3887 2.3679 -2.7445
H 6.7961 -2.2487 -0.3231
N 0.0246 0.2260 4.3490
H -0.9196 -3.5002 -3.7391
H 3.3567 -5.0706 4.6584
C 4.0853 2.8980 -1.7403
H -0.4825 2.6558 -4.6891
H 3.4488 2.5537 -3.7582
I 0.1844 -3.1410 1.2615
H -3.7712 2.1422 3.1780
H 1.5278 0.1006 2.4347
H 3.7172 -1.9490 -3.0139
C 2.9739 0.4109 -1.1787
C 1.7188 -2.0238 -2.1966
C 4.5144 -3.4211 1.9122
H 4.7908 -1.1686 -1.1839
H 3.6562 0.7607 0.8420
C 2.6937 -2.2672 -3.1666
C 1.0608 -3.3613 -4.5522
N -1.6236 0.5301 2.7904
C 3.3585 -4.4969 3.7419
P 2.1120 -1.1117 -0.6786
C 4.1415 2.3930 -0.4455
H 4.6202 2.9624 0.3397
H -2.8339 5.8191 -2.9682
C 2.1130 -3.3673 2.0034
C 3.4318 -2.0568 0.1937
H -0.6788 0.1149 5.0582
C 4.5152 -4.1842 3.1074
H 4.5112 3.8681 -1.9598
C 0.6974 3.3826 -0.2194
C -1.0935 3.0602 -3.8962
H -4.2938 0.4739 3.5826
H -4.3026 -0.3415 -0.0734
C -2.4079 4.8248 -2.9414
V 0.2721 0.3873 0.0962
C 0.4209 -2.4773 -2.4147
N -1.6343 0.1036 0.4865
H -0.3439 -2.3230 -1.6619
C -2.6270 4.0020 -1.8569
H 2.4552 0.3579 -3.2667
C 3.3044 -2.9244 1.3420
C -2.2864 0.4594 1.5792
H 6.6530 -3.6024 1.7410
H -3.2347 4.3534 -1.0322
H -2.1999 0.7011 3.5971
H -5.2769 1.4874 2.5461
N 0.5889 0.2675 2.0880
H -5.3728 0.9059 0.5496
H 3.1276 -3.1056 -5.0846
C -4.2539 1.2388 2.8035
C 5.8480 -2.4283 0.1644
N 0.5240 2.2123 -0.0555
Br -0.6124 0.6023 -2.6256
H 0.8049 -3.8700 -5.4722
C 3.4824 2.1636 -2.7495
C -1.6265 4.3421 -3.9876
H 1.2107 -4.4232 3.6088
C -0.2774 0.3254 3.0455
C 0.0909 -3.1456 -3.5863
O -1.3374 5.0397 -5.0966
H 0.9802 0.0893 4.6319
C 2.9234 0.9223 -2.4723
```

Results
* ΔE to the lowest compared entry with this formula, charge and spin: 10.23 kcal/mol
* charge: +2
* HOMO energy (spin up / spin down): -12.9 / -12.9 eV
* strongest force on any atom: 0.0135 hartree/bohr
* spin multiplicity: 3
* HOMO-LUMO gap (spin up / spin down): 6.96 / 7.58 eV

(5)
Molecular formula: C4H6N2O
Method: DFT, wB97M-V/def2-TZVPD

```
13
C4H6N2O (wB97M-V/def2-TZVPD)
H -2.5853 -0.4771 -0.3804
C -1.7936 0.2643 -0.5348
H 2.0065 1.9997 0.2014
H 1.2240 -2.9917 0.7198
O 1.3574 0.1661 -1.3620
C 0.9760 0.3505 -0.2458
C 0.7123 -2.0725 0.5656
N -0.6676 -0.0130 0.3404
H -1.4871 0.2503 -1.5886
H -2.1664 1.2619 -0.2997
N 1.4844 1.2508 0.6372
H 1.0968 1.2412 1.5678
C -0.1573 -1.2306 0.3791
```

Results
* ΔE to the lowest compared entry with this formula, charge and spin: 104.15 kcal/mol
* charge: 0
* HOMO energy: -8.4 eV
* strongest force on any atom: 0.0725 hartree/bohr
* HOMO-LUMO gap: 9.10 eV

(6)
Molecular formula: C4H28NO12
Method: DFT, wB97M-V/def2-TZVPD

```
45
C4H28NO12 (wB97M-V/def2-TZVPD)
O 3.4314 1.8165 0.6170
H -1.9619 1.5249 0.3515
H 3.9732 2.3671 1.1920
H 1.5650 -2.1058 2.9937
H -1.3228 -0.2058 2.7109
O 0.7739 -1.2681 -3.2739
N 1.3511 0.6134 0.0216
H 1.6977 -1.5481 -3.3152
O -1.5249 1.3903 -2.1119
H -0.7454 -1.0408 3.7397
H -2.8058 0.1369 -2.4259
C -0.8260 1.8392 -1.2465
H 2.8363 -3.1525 0.5092
C 2.6720 2.6919 -0.2246
H 2.4203 1.0616 -1.6002
H -0.4217 -3.9778 0.9042
O 0.0001 -1.5474 -0.7930
O 2.8560 -2.6840 -0.3457
H 2.0807 3.3972 0.3858
H -3.4344 -1.1627 -2.7105
C 1.7578 1.7220 -1.0318
H -0.6917 -2.1003 -0.3813
O -1.1884 2.0769 0.0169
O -0.6777 -3.0972 1.2237
H -3.1261 1.6468 3.0759
O -3.6430 0.8381 0.1200
O 1.1168 -2.7732 3.5204
H -4.2980 1.5341 0.2692
H 3.3125 3.2510 -0.9020
O -3.6406 -0.3344 -2.2482
H 0.9231 -1.8287 -0.7193
H 2.1611 0.0553 0.2628
O -2.3863 1.2482 2.5834
H 2.7138 -3.4286 -0.9505
H -1.4956 -3.0806 1.7524
C 0.5449 2.5247 -1.5036
H 0.7187 0.8669 0.7762
H 0.5472 3.4804 -0.9869
H 0.7625 -0.1008 -0.5273
H 0.2466 -2.8913 3.1130
H 0.3505 -1.3543 -4.1317
O -0.5046 -0.7237 2.8556
H 0.5151 2.7722 -2.5784
H -3.7256 0.7349 -0.8567
H -2.9080 0.8154 1.8701
```

Results
* charge: 0
* HOMO energy (spin up / spin down): -2.3 / -10.3 eV
* strongest force on any atom: 0.0643 hartree/bohr
* spin multiplicity: 2
* HOMO-LUMO gap (spin up / spin down): 2.40 / 10.28 eV

(7)
Molecular formula: C4H3N3O
Method: DFT, wB97M-V/def2-TZVPD

```
11
C4H3N3O (wB97M-V/def2-TZVPD)
H -1.0846 1.4029 0.8425
C 0.6978 0.1315 0.6605
C -0.1343 -1.7455 -0.5385
N -1.1856 1.1867 -2.0078
H 1.3121 -0.3039 -1.4196
C -0.5805 0.3100 -1.4322
C 0.4537 -0.4002 -0.6370
O 1.7440 -0.4310 1.1265
N -0.4546 0.9515 1.3636
N -0.7307 -2.7187 -0.0802
H -0.0374 1.6167 2.1221
```

Results
* ΔE to the lowest compared entry with this formula, charge and spin: 64.62 kcal/mol
* charge: 0
* HOMO energy: -11.3 eV
* strongest force on any atom: 0.1779 hartree/bohr
* SMILES: N#CC(C#N)C(N)=O
* HOMO-LUMO gap: 10.82 eV

(8)
Molecular formula: C5H10N2O2
Method: DFT, wB97M-V/def2-TZVPD

```
19
C5H10N2O2 (wB97M-V/def2-TZVPD)
N -2.1111 -0.8871 -0.2292
H -2.8597 1.6662 -0.3716
H 1.9586 -1.8108 -0.9524
H 0.0321 1.0421 1.3614
C -2.7077 0.5870 0.3328
C 1.7020 -1.0013 -0.3112
H -1.9724 0.6842 1.3401
H -3.8232 0.0245 0.5414
H -2.8088 -1.6173 -0.6300
O 2.3487 -1.4255 0.8773
O 1.8663 1.2133 0.3122
C 0.4288 0.9477 0.1959
C 2.1563 0.3887 -0.7087
C 0.1468 -0.5075 0.0162
N -0.8861 -1.3339 -0.1688
H 1.8288 0.7757 -1.8020
H -0.0493 1.5921 -0.5678
H 3.3377 0.3518 -0.7405
H 1.4120 -0.6899 1.5049
```

Results
* ΔE to the lowest compared entry with this formula, charge and spin: 233.31 kcal/mol
* charge: 0
* HOMO energy: -8.3 eV
* strongest force on any atom: 0.1484 hartree/bohr
* HOMO-LUMO gap: 8.66 eV

(9)
Molecular formula: C4H8N2O
Method: DFT, wB97M-V/def2-TZVPD

```
15
C4H8N2O (wB97M-V/def2-TZVPD)
N 2.2184 0.1633 -0.9960
C 1.3161 0.1636 -0.0662
H -0.8653 -1.9328 -1.1035
O -1.3367 -1.7819 -0.2709
H -1.0353 2.0328 1.2079
H -1.1275 -0.7366 1.4427
H 2.7171 -0.7225 -1.0591
N 0.7549 -1.0920 0.4593
C -0.6388 -0.8780 0.4778
H 1.3100 1.0006 0.6327
H 1.1674 -1.5330 1.2682
C -0.6471 0.6708 -0.3584
H -1.8329 2.4281 -0.3968
H -0.8070 0.4492 -1.4081
C -1.1932 1.7685 0.1705
```

Results
* ΔE to the lowest compared entry with this formula, charge and spin: 117.33 kcal/mol
* charge: 0
* HOMO energy: -8.7 eV
* strongest force on any atom: 0.0781 hartree/bohr
* HOMO-LUMO gap: 8.57 eV

Which of these has the highest charge?
C32H31BrIN7OPSV

Repeat the second record exactly.
Molecular formula: H16O8
Method: DFT, wB97M-V/def2-TZVPD

```
24
H16O8 (wB97M-V/def2-TZVPD)
O -0.6362 2.1199 3.1733
O -2.1188 -1.6032 -0.1666
H 1.6714 0.5861 0.8233
O 0.0984 0.0579 0.3141
H -0.7297 -0.3970 0.1609
H -3.1548 -0.8627 -3.5098
H 1.7585 -0.8708 -1.2091
O 0.4898 -2.2205 2.2591
O 0.0867 1.8742 -2.1572
H -2.9213 -1.8917 -0.6013
H 2.6230 1.4545 1.6183
H 0.2490 0.5588 -0.4876
H 1.1916 -2.3212 2.9021
H -2.2994 -0.5023 -2.3138
H -0.1428 2.8028 -2.1205
H -0.2751 2.2065 2.2911
O -2.7992 -0.1136 -3.0317
H -2.1783 -1.9704 0.7154
O 2.6744 -1.0791 -1.3935
H 0.7535 -1.4661 1.7322
H 2.7376 -2.0245 -1.2577
H -0.7236 3.0202 3.4863
H 1.0438 1.8638 -2.1680
O 2.6016 0.7786 0.9409
```

Results
* ΔE to the lowest compared entry with this formula, charge and spin: 52.38 kcal/mol
* charge: 0
* HOMO energy: -11.0 eV
* strongest force on any atom: 0.0158 hartree/bohr
* SMILES: O.O.O.O.O.O.O.O
* HOMO-LUMO gap: 11.24 eV